[1]
The following is a DFT calculation (the ωB97M-V functional and the def2-TZVPD basis) of a 3-piece molecular cluster, C28H54BF3N4O7 overall in a non-equilibrium geometry.

Summary:
* relative energy (zero: lowest compared OMol25 entry of this formula, charge and spin): 0.0 kJ/mol
* total energy: -59034.038 eV
* HOMO (alpha / beta): -7.88 / -9.19 eV

ORCA input file:
```
! RIJCOSX wB97M-V def2-TZVPD def2/J DEFGRID3
* xyz 0 3
C 1.565 -1.296 5.934
C 1.734 -1.368 4.396
B 1.663 0.088 3.823
O 2.678 1.003 4.139
N 0.580 0.542 2.992
C -0.079 -0.373 2.044
C 0.900 -1.110 1.141
O 0.197 -1.487 -0.032
C 1.018 -2.043 -1.011
C 1.814 -0.982 -1.791
F 1.771 -1.244 -3.116
F 3.124 -0.967 -1.436
F 1.337 0.263 -1.605
C 0.708 1.878 2.563
O 0.655 2.811 3.300
O 0.907 1.959 1.238
C 1.720 3.062 0.800
C 3.162 2.556 0.665
C 4.125 3.611 1.165
N 4.869 3.248 2.255
O 4.222 4.686 0.628
H 2.533 -1.200 6.426
H 1.084 -2.194 6.322
H 0.954 -0.445 6.249
H 0.990 -2.044 3.970
H 2.719 -1.788 4.166
H 2.427 1.686 4.768
H -0.701 -1.069 2.609
H -0.746 0.202 1.404
H 1.304 -2.010 1.623
H 1.728 -0.435 0.894
H 1.756 -2.738 -0.589
H 0.388 -2.583 -1.717
H 1.311 3.425 -0.139
H 1.645 3.868 1.531
H 3.404 2.328 -0.373
H 3.272 1.640 1.249
H 5.328 4.027 2.707
H 4.447 2.582 2.890
C -2.368 4.345 4.363
C -3.424 3.423 3.739
C -4.687 4.202 3.350
C -5.523 4.635 4.552
C -5.863 3.446 5.449
C -4.629 2.651 5.896
N -3.835 2.316 4.666
O -4.218 1.255 4.074
C -3.802 3.436 6.917
C -5.049 1.340 6.550
C -2.798 2.779 2.506
H -1.665 3.780 4.974
H -1.796 4.810 3.560
H -2.788 5.150 4.961
H -5.297 3.565 2.702
H -4.382 5.069 2.758
H -5.002 5.408 5.124
H -6.448 5.093 4.198
H -6.398 3.777 6.342
H -6.528 2.767 4.907
H -2.852 2.936 7.105
H -4.359 3.470 7.854
H -3.599 4.460 6.624
H -5.699 0.758 5.903
H -5.583 1.570 7.474
H -4.177 0.733 6.793
H -1.941 2.173 2.800
H -2.447 3.574 1.845
H -3.497 2.153 1.959
C 0.752 -2.143 -8.116
C 1.049 -2.848 -6.787
C 2.499 -2.613 -6.344
C 3.521 -3.373 -7.185
C 3.199 -4.865 -7.235
C 1.770 -5.162 -7.709
N 0.835 -4.334 -6.873
O 0.515 -4.878 -5.767
C 1.610 -4.882 -9.204
C 1.428 -6.629 -7.475
C 0.084 -2.303 -5.742
H -0.103 -2.597 -8.617
H 0.504 -1.102 -7.908
H 1.594 -2.138 -8.803
H 2.593 -2.923 -5.299
H 2.694 -1.537 -6.376
H 3.574 -2.960 -8.196
H 4.513 -3.235 -6.751
H 3.894 -5.389 -7.896
H 3.323 -5.291 -6.235
H 0.561 -4.941 -9.495
H 2.158 -5.647 -9.756
H 2.000 -3.919 -9.517
H 1.587 -6.919 -6.441
H 2.067 -7.240 -8.116
H 0.387 -6.828 -7.730
H -0.950 -2.522 -6.014
H 0.209 -1.221 -5.683
H 0.276 -2.727 -4.762
*
```

[2]
The following is a DFT calculation (the ωB97M-V functional and the def2-TZVPD basis) of C28H54Cl2InN11O2SSe3Te as an isolated structure.

Summary:
* relative energy (zero: lowest compared OMol25 entry of this formula, charge and spin): 0.0 kJ/mol
* total energy: -294786.719 eV
* HOMO: -5.72 eV

ORCA input file:
```
! RIJCOSX wB97M-V def2-TZVPD def2/J DEFGRID3
* xyz 0 1
In 0.033 0.411 0.078
C 0.533 -2.094 -3.673
N -0.903 -1.966 -3.516
C -1.700 -2.759 -4.429
C -1.453 -1.240 -2.497
N -0.993 -0.089 -2.086
C -0.177 0.673 -3.038
C -0.377 2.129 -2.704
N 0.145 2.392 -1.351
C 1.480 3.056 -1.414
C 2.514 2.448 -2.353
N 2.898 1.102 -2.005
C 4.102 0.860 -1.636
N 4.526 -0.447 -1.512
C 3.707 -1.493 -2.079
C 5.262 -0.846 -0.324
N 5.086 1.818 -1.395
C 4.898 2.871 -0.413
C 6.467 1.547 -1.724
C -0.757 3.314 -0.631
C -2.019 2.603 -0.202
N -1.667 1.642 0.849
C -2.416 1.671 1.937
N -1.923 1.402 3.154
C -2.730 0.812 4.205
C -0.495 1.390 3.388
N -3.702 2.142 1.912
C -4.231 2.986 2.965
C -4.642 1.739 0.892
N -2.611 -1.750 -1.982
C -3.596 -0.877 -1.384
C -2.741 -3.154 -1.642
H 0.785 -3.151 -3.776
H 1.035 -1.721 -2.787
H 0.894 -1.562 -4.558
H -1.361 -2.571 -5.450
H -2.748 -2.482 -4.353
H -1.602 -3.833 -4.237
H -0.483 0.473 -4.069
H 0.887 0.442 -2.948
H -1.444 2.350 -2.722
H 0.097 2.791 -3.430
H 1.852 3.103 -0.393
H 1.307 4.090 -1.740
H 3.359 3.145 -2.377
H 2.113 2.438 -3.373
H 3.273 -1.139 -3.011
H 2.892 -1.791 -1.406
H 4.332 -2.367 -2.277
H 6.118 -1.473 -0.589
H 4.609 -1.407 0.353
H 5.615 0.029 0.216
H 3.847 3.018 -0.191
H 5.318 3.810 -0.781
H 5.392 2.623 0.536
H 6.527 0.735 -2.444
H 7.070 1.278 -0.847
H 6.913 2.442 -2.167
H -0.975 4.180 -1.266
H -0.251 3.684 0.264
H -2.478 2.082 -1.048
H -2.736 3.334 0.166
H -3.745 0.635 3.862
H -2.747 1.463 5.083
H -2.299 -0.147 4.495
H -0.032 2.145 2.757
H -0.056 0.404 3.205
H -0.314 1.677 4.424
H -3.422 3.328 3.606
H -4.982 2.471 3.572
H -4.703 3.862 2.513
H -4.154 1.074 0.189
H -5.037 2.602 0.348
H -5.483 1.204 1.345
H -3.437 0.135 -1.747
H -3.544 -0.888 -0.294
H -4.594 -1.211 -1.681
H -1.883 -3.711 -2.008
H -3.648 -3.579 -2.081
H -2.801 -3.262 -0.555
Se -0.107 4.974 2.583
Se 2.149 4.511 2.237
Te 2.615 2.229 3.155
Se 2.300 0.655 1.207
Cl 1.089 -4.463 -1.627
C 0.380 -4.014 -0.062
Cl 0.749 -5.241 1.158
C 0.802 -2.587 0.366
O 1.382 -2.426 1.429
O 0.430 -1.711 -0.481
H -0.697 -4.011 -0.189
S -2.045 -1.674 1.618
C -1.716 -2.656 2.960
N -0.442 -2.861 3.379
C -0.096 -3.608 4.449
C -1.049 -4.202 5.216
C -2.394 -4.031 4.835
C -2.722 -3.286 3.738
H 0.306 -2.511 2.761
H 0.966 -3.695 4.627
H -0.770 -4.792 6.075
H -3.179 -4.498 5.416
H -3.748 -3.147 3.433
*
```

[3]
The following is a DFT calculation (the ωB97M-V functional and the def2-TZVPD basis) of C28H54ClOPPdSi as an isolated structure in a non-equilibrium geometry.

Summary:
* relative energy (zero: lowest compared OMol25 entry of this formula, charge and spin): 0.0 kJ/mol
* total energy: -65126.907 eV
* HOMO (alpha / beta): -4.53 / -8.51 eV

ORCA input file:
```
! RIJCOSX wB97M-V def2-TZVPD def2/J DEFGRID3
* xyz 0 5
Pd 0.926 3.948 1.275
P -0.540 -1.083 0.299
Cl 1.515 1.695 1.707
C 0.791 -0.566 -0.881
H 1.624 -1.275 -0.713
H 1.139 0.394 -0.442
C -1.460 0.324 1.067
C 0.478 -1.809 1.669
C -2.765 -0.086 1.771
H -0.718 0.678 1.813
C -3.265 1.074 2.636
H -3.525 -0.336 1.013
H -2.639 -0.984 2.394
C -3.448 2.367 1.833
H -4.212 0.788 3.111
H -2.540 1.249 3.443
C -2.239 2.715 0.954
H -4.330 2.266 1.188
H -3.653 3.198 2.517
C -1.717 1.520 0.151
H -2.494 3.524 0.257
H -1.402 3.094 1.573
H -2.444 1.244 -0.631
H -0.790 1.814 -0.358
C -1.612 -2.311 -0.549
C 1.179 -3.106 1.235
H 1.226 -1.001 1.808
C 2.138 -3.618 2.319
H 0.423 -3.879 1.025
H 1.744 -2.964 0.304
C 1.466 -3.761 3.687
H 2.548 -4.583 2.000
H 2.979 -2.918 2.398
C 0.685 -2.509 4.103
H 0.784 -4.621 3.666
H 2.226 -3.982 4.445
C -0.254 -1.980 3.009
H 0.097 -2.719 5.004
H 1.393 -1.710 4.361
H -1.101 -2.675 2.887
H -0.673 -1.020 3.345
C -2.642 -1.648 -1.477
H -0.889 -2.864 -1.180
C -3.333 -2.705 -2.351
H -3.393 -1.114 -0.874
H -2.163 -0.897 -2.121
C -3.948 -3.848 -1.532
H -4.106 -2.217 -2.956
H -2.590 -3.120 -3.047
C -2.994 -4.414 -0.472
H -4.860 -3.487 -1.040
H -4.255 -4.653 -2.210
C -2.310 -3.326 0.370
H -3.535 -5.096 0.194
H -2.212 -5.001 -0.972
H -3.056 -2.804 0.991
H -1.596 -3.798 1.060
C -0.317 0.888 -2.651
C 0.502 -0.440 -2.312
H -1.405 0.855 -2.546
C 1.790 -0.472 -3.159
H -0.125 -1.287 -2.640
C 2.515 0.871 -3.169
H 2.468 -1.258 -2.800
H 1.498 -0.730 -4.186
C 1.654 1.944 -3.835
H 2.735 1.190 -2.141
H 3.474 0.774 -3.700
C 0.328 2.116 -3.052
H 2.186 2.902 -3.896
H 1.419 1.633 -4.863
H 0.560 2.751 -2.152
H -0.392 2.689 -3.660
C 4.157 2.636 -0.650
Si 3.048 4.159 -0.400
C 3.554 4.771 1.344
C 3.650 5.541 -1.544
O 1.488 3.840 -0.710
H 5.103 2.796 -0.111
H 4.397 2.467 -1.709
H 3.686 1.735 -0.234
H 4.145 5.677 1.169
H 2.729 5.047 2.033
H 4.170 4.011 1.834
H 3.989 5.146 -2.511
H 2.843 6.260 -1.739
H 4.490 6.085 -1.087
*
```

[4]
The following is a DFT calculation (the ωB97M-V functional and the def2-TZVPD basis) of C28H54LuOP2 as an isolated structure in a non-equilibrium geometry.

Summary:
* relative energy (zero: lowest compared OMol25 entry of this formula, charge and spin): 45.8 kJ/mol
* total energy: -84150.218 eV
* HOMO (alpha / beta): -9.25 / -9.25 eV

ORCA input file:
```
! RIJCOSX wB97M-V def2-TZVPD def2/J DEFGRID3
* xyz 1 1
Lu 1.062 0.568 0.098
C 0.500 -2.453 1.498
C 1.811 -1.894 1.471
C 0.528 -0.641 2.930
C -0.246 -1.757 2.482
C 1.784 -0.680 2.256
C 0.075 -3.693 0.796
H 0.618 -3.806 -0.159
H -1.005 -3.643 0.565
H 0.256 -4.595 1.412
C -1.437 -2.334 3.158
H -2.144 -2.773 2.437
H -1.957 -1.574 3.753
H -1.137 -3.146 3.850
C 0.222 0.262 4.067
H 1.083 0.342 4.748
H -0.646 -0.085 4.645
H 0.007 1.279 3.702
C 2.948 0.202 2.530
H 3.860 -0.381 2.707
H 2.785 0.848 3.399
H 3.178 0.847 1.665
C 3.028 -2.700 1.211
H 3.293 -3.312 2.100
H 3.899 -2.067 1.000
H 2.867 -3.411 0.386
C 0.558 0.246 -2.153
C 1.038 -0.936 -1.680
C 2.346 -1.534 -2.149
C 3.635 -0.888 -1.580
C 3.454 0.377 -0.754
C 2.854 1.518 -1.280
C 2.609 1.611 -2.783
C 1.221 1.059 -3.216
H 2.418 -1.533 -3.253
H 4.322 -0.721 -2.429
H 2.356 -2.597 -1.866
H 1.337 0.492 -4.157
H -0.468 0.538 -1.910
H 0.321 -1.659 -1.252
H 0.578 1.915 -3.472
H 2.681 2.651 -3.137
H 3.079 2.490 -0.837
H 3.370 1.054 -3.345
H 4.152 -1.634 -0.955
H 4.234 0.450 0.009
P -1.903 -1.834 -2.534
C -3.515 -2.531 -2.012
H -3.938 -3.180 -2.791
H -4.220 -1.729 -1.747
H -3.320 -3.126 -1.105
C -2.392 -0.378 -3.551
H -3.359 -0.545 -4.052
H -1.613 -0.178 -4.302
H -2.462 0.515 -2.914
C -1.358 -2.945 -3.881
H -0.561 -2.452 -4.458
H -2.193 -3.215 -4.543
H -0.931 -3.848 -3.425
P 0.559 3.550 0.120
C 1.939 4.355 1.056
H 2.215 5.343 0.647
H 2.828 3.701 1.024
H 1.647 4.464 2.113
C 0.725 4.292 -1.546
H 1.675 4.043 -2.016
H 0.606 5.379 -1.491
H -0.075 3.896 -2.180
C -0.895 4.531 0.660
H -0.906 5.510 0.166
H -0.874 4.679 1.743
H -1.817 4.008 0.387
C -3.093 1.512 -0.517
C -2.338 0.745 0.569
C -2.168 1.574 1.835
C -3.116 -0.535 0.884
O -0.975 0.478 0.207
H -3.958 1.989 -0.038
H -3.490 0.836 -1.285
H -2.476 2.273 -1.000
H -3.105 1.981 2.222
H -1.696 0.936 2.594
H -1.472 2.392 1.616
H -4.175 -0.451 0.597
H -2.714 -1.397 0.350
H -3.123 -0.754 1.956
*
```

[5]
The following is a DFT calculation (the ωB97M-V functional and the def2-TZVPD basis) of C28H54N11O15 as an isolated structure in a non-equilibrium geometry.

Summary:
* relative energy (zero: lowest compared OMol25 entry of this formula, charge and spin): 482.2 kJ/mol
* total energy: -76969.156 eV
* HOMO: -9.50 eV

ORCA input file:
```
! RIJCOSX wB97M-V def2-TZVPD def2/J DEFGRID3
* xyz 1 1
C -2.295 -0.738 -1.129
C -1.006 -0.111 -0.545
C -1.230 1.466 -0.487
C -0.125 2.179 0.357
C -0.254 1.688 1.819
C -0.089 0.119 1.862
N -0.721 -0.624 0.816
O -0.940 -1.898 0.948
C -0.732 -0.389 3.268
C 1.444 -0.298 1.868
C 0.199 -0.567 -1.415
H -3.179 -0.434 -0.760
H -2.276 -1.860 -1.374
H -2.374 -0.320 -2.241
H -2.313 1.536 -0.244
H -1.227 2.081 -1.478
H -0.182 3.169 0.262
H 0.653 2.162 -0.050
H -1.106 2.141 2.259
H 0.623 2.114 2.407
H -0.194 -0.056 4.139
H -0.764 -1.509 3.234
H -1.687 0.031 3.227
H 1.926 -0.019 1.225
H 1.607 -1.348 2.144
H 1.724 0.204 2.599
H 0.059 -1.486 -1.464
H 1.120 -0.255 -0.904
H 0.314 0.108 -2.400
N -3.403 -3.076 4.970
C -3.582 -3.748 6.174
C -3.572 -2.684 7.262
C -3.546 -1.343 6.481
C -3.407 -1.739 5.072
H -3.517 -3.732 4.037
H -3.469 -4.804 6.393
H -3.790 -2.617 8.288
H -3.754 -0.235 6.807
H -3.477 -1.133 4.260
N -4.231 3.491 -2.113
C -4.643 2.231 -1.875
C -5.226 2.186 -0.536
C -5.026 3.606 0.084
C -4.282 4.240 -0.991
H -3.528 3.860 -2.942
H -4.491 1.553 -2.511
H -5.821 1.256 -0.028
H -5.292 3.916 1.037
H -3.858 5.261 -1.049
N -3.209 5.071 -4.622
C -1.894 4.648 -4.188
C -1.866 3.254 -4.527
C -3.118 2.971 -5.339
C -3.972 4.193 -5.267
H -3.319 6.080 -4.428
H -1.270 5.379 -3.758
H -1.030 2.529 -4.156
H -3.657 1.939 -5.766
H -4.938 4.364 -5.554
C -0.357 -4.308 -4.786
N 0.831 -4.303 -3.856
O 0.845 -3.322 -3.091
O 1.293 -5.361 -3.594
H -0.044 -3.978 -5.796
H -1.233 -3.681 -4.493
H -0.498 -5.283 -5.266
C 3.069 0.744 5.920
N 2.297 2.080 6.060
O 1.523 2.334 5.110
O 2.324 2.843 7.022
H 3.969 0.558 6.587
H 3.315 0.712 4.778
H 2.378 0.031 5.875
C 3.728 1.341 -4.119
N 3.730 0.658 -2.772
O 2.942 1.090 -1.877
O 4.374 -0.296 -2.518
H 4.563 1.353 -4.455
H 3.245 2.384 -4.035
H 3.191 0.562 -4.731
C 2.041 -4.838 3.931
N 2.263 -3.390 4.331
O 3.310 -2.984 4.846
O 1.212 -2.641 4.439
H 1.625 -4.888 2.970
H 1.431 -5.367 4.566
H 2.911 -5.449 3.865
C 0.713 0.805 -7.256
N 0.389 -0.508 -6.482
O 0.692 -0.416 -5.257
O 0.035 -1.470 -7.139
H 0.190 0.522 -8.465
H 1.737 0.947 -7.254
H 0.071 1.659 -6.928
C 3.154 -4.389 -0.895
N 2.223 -4.049 0.255
O 1.003 -4.273 0.074
O 2.795 -3.493 1.281
H 3.190 -5.464 -1.256
H 4.276 -4.135 -0.514
H 2.901 -4.076 -1.769
C 6.235 2.704 2.388
N 4.848 2.266 2.525
O 4.539 1.099 2.704
O 3.940 3.127 2.644
H 6.313 3.554 1.859
H 6.906 1.964 2.057
H 6.767 3.062 3.336
*
```